i.
This record from OMol25 describes the molecule C7H17NO. The level of theory is ωB97M-V with the def2-TZVPD basis set.

```
26
Properties=species:S:1:pos:R:3
C -2.400 0.372 0.941
C -1.241 -0.423 0.335
C -1.598 -0.738 -1.120
C 0.097 0.337 0.453
C 0.328 0.842 1.880
C 1.326 -0.517 0.022
O 1.167 -1.900 0.238
C 1.785 -0.220 -1.427
N 2.447 1.057 -1.607
H -2.438 1.375 0.520
H -2.316 0.447 2.021
H -3.342 -0.124 0.717
H -1.150 -1.361 0.894
H -2.559 -1.246 -1.163
H -1.678 0.184 -1.694
H -0.867 -1.379 -1.607
H 0.047 1.207 -0.212
H -0.429 1.562 2.175
H 1.297 1.334 1.951
H 0.317 0.008 2.577
H 2.167 -0.257 0.678
H 0.506 -2.241 -0.374
H 2.491 -1.002 -1.722
H 0.937 -0.246 -2.115
H 1.832 1.818 -1.338
H 3.273 1.109 -1.020
```

Properties
**SMILES**: CC(C)[C@@H](C)[C@@H](O)CN
**Gap between HOMO and LUMO**: 0.371 hartree
**Lowest unoccupied orbital energy**: 1.0 eV

=====

ii.
This record from OMol25 describes a cluster of 2 separate species, C7H17NO in total. The level of theory is ωB97M-V with the def2-TZVPD basis set.

```
26
Properties=species:S:1:pos:R:3
C 0.099 0.142 -2.220
C -0.432 -1.207 -1.408
N -1.065 -0.735 -0.148
C -0.188 -0.639 0.963
C -2.520 -0.481 -0.121
C -3.551 -1.233 -0.938
O -3.023 0.479 0.510
H -0.925 0.642 -2.516
H 0.685 -0.036 -2.935
H 0.205 0.798 -1.365
H -1.228 -1.476 -2.104
H 0.463 -1.837 -0.894
H 0.407 -1.585 1.026
H 0.455 0.256 0.930
H -0.516 -0.476 1.966
H -3.486 -0.639 -1.903
H -3.376 -2.255 -0.882
H -4.569 -1.081 -0.621
C 2.300 1.583 2.172
C 3.376 1.179 1.134
H 2.777 2.130 2.868
H 1.677 2.323 1.616
H 1.732 0.734 2.569
H 3.409 0.103 0.881
H 4.280 1.790 1.336
H 3.014 1.521 0.084
```

Properties
**SMILES**: CCN(C)C(C)=O.CC
**Gap between HOMO and LUMO**: 0.353 hartree
**Lowest unoccupied orbital energy**: 0.8 eV

=====

The structure with the most favorable energy is i; the runner-up is 86.7 kcal/mol above it.

=====

i.
This record from OMol25 describes a cluster of 2 separate species, C3H9OS in total. The level of theory is ωB97M-V with the def2-TZVPD basis set.

```
14
Properties=species:S:1:pos:R:3
C 0.938 1.949 -0.521
C 0.475 0.676 0.162
C -0.987 0.323 -0.071
S -1.615 -0.990 1.032
H 0.584 1.983 -1.551
H 2.029 1.971 -0.607
H 0.543 2.837 -0.039
H 1.132 -0.165 -0.098
H 0.588 0.714 1.241
H -1.262 0.039 -1.091
H -1.559 1.251 0.103
H -0.357 -3.902 -0.191
H -0.430 -2.886 0.905
O -0.079 -3.799 0.723
```

Properties
**Gap between HOMO and LUMO**: 0.243 hartree
**Lowest unoccupied orbital energy**: 4.0 eV
**Total charge**: -1

=====

ii.
This record from OMol25 describes a cluster of 2 separate species, C3H9OS in total. The level of theory is ωB97M-V with the def2-TZVPD basis set.

```
14
Properties=species:S:1:pos:R:3
C 2.641 1.429 0.416
S 0.924 2.158 0.337
H 2.600 0.477 0.947
H 3.255 2.134 0.972
H 3.101 1.253 -0.559
C -0.805 -0.903 -0.426
O -0.411 -0.848 0.938
C -2.321 -0.973 -0.532
H -0.355 -1.852 -0.731
H -0.388 -0.061 -0.968
H -0.137 0.088 1.150
H -2.676 -0.410 -1.395
H -2.700 -0.509 0.383
H -2.727 -1.984 -0.531
```

Properties
**Gap between HOMO and LUMO**: 0.242 hartree
**Lowest unoccupied orbital energy**: 4.1 eV
**Total charge**: -1

=====

The structure with the most favorable energy is i; the runner-up is 14.2 kcal/mol above it.

=====

i.
This record from OMol25 describes the molecule C17H22N2O3. The level of theory is ωB97M-V with the def2-TZVPD basis set.

```
44
Properties=species:S:1:pos:R:3
C -3.122 -1.651 -2.930
C -2.959 -2.387 -1.606
C -1.640 -2.022 -0.929
C -1.494 -2.674 0.444
C -0.173 -2.302 1.125
N -0.098 -0.877 1.387
C 0.638 -0.007 0.636
C 0.098 1.159 0.127
C -1.332 1.514 0.245
O -2.015 1.930 -0.652
O -1.823 1.290 1.493
C -3.197 1.616 1.702
C -4.115 0.481 1.270
C 0.871 2.068 -0.708
O 0.503 3.143 -1.133
N 2.138 1.608 -1.036
C 2.751 0.518 -0.497
C 4.086 0.232 -0.798
C 4.729 -0.810 -0.172
C 4.062 -1.564 0.789
C 2.739 -1.310 1.072
C 2.039 -0.300 0.401
H -2.323 -1.922 -3.618
H -3.085 -0.575 -2.773
H -4.074 -1.901 -3.394
H -2.996 -3.466 -1.776
H -3.788 -2.128 -0.944
H -0.808 -2.331 -1.567
H -1.589 -0.935 -0.832
H -2.328 -2.372 1.083
H -1.537 -3.760 0.339
H -0.092 -2.842 2.076
H 0.655 -2.596 0.479
H -0.994 -0.491 1.664
H -3.431 2.523 1.136
H -3.283 1.811 2.773
H -3.998 0.296 0.205
H -3.884 -0.429 1.821
H -5.148 0.756 1.466
H 2.667 2.208 -1.656
H 4.608 0.854 -1.511
H 5.762 -1.024 -0.405
H 4.585 -2.345 1.319
H 2.243 -1.872 1.846
```

Properties
**SMILES**: CCCCCNc1c(C(=O)OCC)c(=O)[nH]c2ccccc12
**Gap between HOMO and LUMO**: 0.314 hartree
**Lowest unoccupied orbital energy**: 0.1 eV

=====

ii.
This record from OMol25 describes the molecule C17H22N2O3. The level of theory is ωB97M-V with the def2-TZVPD basis set.

```
44
Properties=species:S:1:pos:R:3
C 1.459 -2.345 2.807
N 0.428 -2.393 1.789
C 0.635 -3.499 0.877
C 0.206 -1.111 1.123
C -0.613 -0.209 2.071
N -1.572 0.624 1.390
C -1.467 1.965 1.285
O -0.534 2.604 1.723
C -2.672 2.611 0.612
C -2.695 2.415 -0.911
O -2.653 1.051 -1.277
C -1.502 0.486 -1.756
C -0.258 1.098 -1.832
C 0.810 0.414 -2.388
C 0.668 -0.885 -2.837
C -0.565 -1.510 -2.729
C -1.643 -0.831 -2.200
C 1.465 -0.438 0.651
C 1.981 0.807 0.859
C 3.222 0.842 0.177
C 3.374 -0.382 -0.391
O 2.317 -1.165 -0.112
H 1.282 -1.498 3.464
H 2.473 -2.261 2.390
H 1.406 -3.261 3.395
H 1.579 -3.433 0.321
H 0.636 -4.424 1.455
H -0.188 -3.535 0.165
H -0.418 -1.327 0.244
H 0.037 0.457 2.639
H -1.148 -0.868 2.761
H -2.333 0.160 0.917
H -2.648 3.681 0.822
H -3.581 2.184 1.039
H -1.887 2.979 -1.381
H -3.647 2.796 -1.298
H -0.093 2.095 -1.455
H 1.768 0.908 -2.456
H 1.509 -1.411 -3.260
H -0.689 -2.529 -3.064
H -2.614 -1.296 -2.123
H 1.533 1.617 1.397
H 3.902 1.668 0.123
H 4.154 -0.810 -0.989
```

Properties
**SMILES**: CN(C)[C@@H](CNC(=O)CCOc1ccccc1)c1ccco1
**Gap between HOMO and LUMO**: 0.331 hartree
**Lowest unoccupied orbital energy**: 0.8 eV

=====

The structure with the most favorable energy is i; the runner-up is 46.9 kcal/mol above it.

=====

i.
This record from OMol25 describes the molecule C17H22N2O3. The level of theory is ωB97M-V with the def2-TZVPD basis set.

```
44
Properties=species:S:1:pos:R:3
C 3.286 -1.109 -2.840
C 2.432 -1.514 -1.678
C 1.980 -2.820 -1.539
C 1.224 -3.193 -0.443
C 0.892 -2.256 0.522
C 1.303 -0.927 0.375
C 2.087 -0.575 -0.714
N 0.853 0.020 1.314
C 0.911 1.437 1.014
C 0.339 1.844 -0.347
O 1.058 2.460 -1.118
N -0.934 1.532 -0.654
C -1.404 1.924 -1.977
C -2.836 2.436 -1.929
C -3.787 1.347 -1.416
C -3.011 0.271 -0.655
C -1.899 0.864 0.213
C -2.460 1.802 1.290
C 0.331 -0.369 2.506
O -0.114 0.413 3.323
C 0.369 -1.870 2.752
O 0.132 -2.640 1.597
H 3.104 -0.071 -3.105
H 4.340 -1.210 -2.581
H 3.090 -1.739 -3.704
H 2.228 -3.557 -2.288
H 0.874 -4.205 -0.319
H 2.424 0.440 -0.836
H 0.380 1.950 1.820
H 1.953 1.776 1.021
H -1.329 1.069 -2.659
H -0.727 2.702 -2.337
H -2.872 3.312 -1.280
H -3.125 2.761 -2.929
H -4.541 1.791 -0.766
H -4.312 0.877 -2.250
H -3.687 -0.299 -0.018
H -2.561 -0.432 -1.359
H -1.408 0.025 0.714
H -1.762 1.913 2.114
H -2.674 2.785 0.882
H -3.378 1.383 1.693
H -0.407 -2.133 3.474
H 1.353 -2.117 3.184
```

Properties
**SMILES**: Cc1ccc2c(c1)N(CC(=O)N1CCCC[C@@H]1C)C(=O)CO2
**Gap between HOMO and LUMO**: 0.334 hartree
**Lowest unoccupied orbital energy**: 0.7 eV

=====

ii.
This record from OMol25 describes the molecule C17H22N2O3. The level of theory is ωB97M-V with the def2-TZVPD basis set.

```
44
Properties=species:S:1:pos:R:3
C 4.572 2.202 4.243
C 4.511 2.019 2.731
C 3.120 1.638 2.224
C 2.672 0.253 2.683
C 1.331 -0.135 2.058
C 1.494 -0.424 0.580
O 2.493 -0.922 0.110
N 0.453 -0.045 -0.224
C 0.539 -0.323 -1.641
N -0.658 -0.991 -2.105
C -1.058 -2.235 -1.651
O -0.438 -2.916 -0.882
C -2.394 -2.547 -2.294
C -2.744 -1.310 -3.112
C -1.580 -0.364 -2.920
O -1.443 0.738 -3.377
C -0.794 0.465 0.222
C -1.219 1.715 -0.212
C -2.464 2.187 0.162
C -3.290 1.418 0.965
C -2.869 0.170 1.393
C -1.628 -0.312 1.019
H 3.834 2.933 4.569
H 5.557 2.556 4.541
H 4.381 1.265 4.759
H 5.224 1.248 2.429
H 4.812 2.953 2.251
H 2.396 2.386 2.560
H 3.133 1.652 1.132
H 2.576 0.231 3.770
H 3.419 -0.485 2.385
H 0.964 -1.051 2.528
H 0.595 0.654 2.217
H 0.631 0.596 -2.232
H 1.417 -0.964 -1.782
H -2.291 -3.445 -2.903
H -3.122 -2.763 -1.512
H -3.655 -0.817 -2.770
H -2.864 -1.517 -4.176
H -0.577 2.311 -0.842
H -2.790 3.158 -0.177
H -4.262 1.788 1.253
H -3.513 -0.436 2.013
H -1.299 -1.293 1.329
```

Properties
**SMILES**: CCCCCC(=O)N(CN1C(=O)CCC1=O)c1ccccc1
**Gap between HOMO and LUMO**: 0.361 hartree
**Lowest unoccupied orbital energy**: 0.7 eV

=====

The structure with the most favorable energy is ii; the runner-up is 19.5 kcal/mol above it.

=====

i.
This record from OMol25 describes a cluster of 2 separate species, C12H11NS in total. The level of theory is ωB97M-V with the def2-TZVPD basis set.

```
25
Properties=species:S:1:pos:R:3
C 2.901 -0.782 1.475
C 3.561 -2.175 1.386
C 2.510 -3.115 1.880
C 1.404 -2.433 2.277
C 1.565 -1.032 2.125
C 0.687 -0.008 2.597
C -0.623 -0.283 3.046
C -1.411 0.709 3.582
C -0.934 2.003 3.699
C 0.337 2.307 3.246
C 1.127 1.331 2.690
H 3.491 -0.071 2.065
H 2.747 -0.341 0.483
H 3.867 -2.438 0.366
H 4.462 -2.240 2.009
H 2.636 -4.181 1.975
H 0.533 -2.893 2.706
H -1.017 -1.279 2.948
H -2.411 0.490 3.922
H -1.544 2.772 4.145
H 0.708 3.315 3.346
H 2.118 1.580 2.356
N 0.304 -0.790 -1.361
C -0.633 -1.515 -1.478
S -1.878 -2.481 -1.635
```

Properties
**Gap between HOMO and LUMO**: 0.120 hartree
**Lowest unoccupied orbital energy**: -2.9 eV

=====

ii.
This record from OMol25 describes the molecule C12H11NS. The level of theory is ωB97M-V with the def2-TZVPD basis set.

```
25
Properties=species:S:1:pos:R:3
C 2.437 0.581 3.420
C 2.179 0.362 2.042
N 0.858 0.456 1.718
C 0.753 0.141 0.376
C -0.403 0.125 -0.350
C -0.448 -0.518 -1.656
C 0.793 -0.912 -2.190
C 1.962 -0.942 -1.376
C 1.848 -0.344 -0.116
S 3.205 -0.430 0.957
C -1.647 -0.583 -2.370
C -2.817 -0.226 -1.821
C -2.877 0.588 -0.596
C -1.638 0.643 0.299
H 2.238 -0.296 3.947
H 3.426 0.742 3.522
H 1.972 1.463 3.978
H 0.736 -1.321 -3.165
H 2.843 -1.608 -1.687
H -1.640 -1.056 -3.433
H -3.669 -0.454 -2.392
H -3.662 0.283 0.104
H -3.198 1.588 -0.953
H -1.581 1.730 0.639
H -1.670 -0.009 1.102
```

Properties
**SMILES**: Cc1nc2c3c(ccc2s1)C=CCC3
**Gap between HOMO and LUMO**: 0.305 hartree
**Lowest unoccupied orbital energy**: 0.6 eV

=====

The structure with the most favorable energy is ii; the runner-up is 21.9 kcal/mol above it.

=====

i.
This record from OMol25 describes the ion C6H6N with charge +1. The level of theory is ωB97M-V with the def2-TZVPD basis set.

```
13
Properties=species:S:1:pos:R:3
C 1.277 -1.400 -2.027
C 1.167 -0.759 -0.880
C -1.405 0.229 0.442
C -0.909 1.254 1.378
C 1.048 0.058 0.193
C 1.288 -2.477 -1.155
N -0.069 0.313 0.784
H 1.151 -1.077 -3.094
H -1.915 -0.533 0.842
H -1.687 0.288 -0.624
H -0.824 2.377 1.096
H -0.995 1.160 2.356
H 1.873 0.567 0.688
```

Properties
**⟨S²⟩**: 2.063
**Gap between HOMO and LUMO (spin up / spin down)**: 0.244 / 0.264 hartree
**Lowest unoccupied orbital energy (spin up / spin down)**: -5.4 / -7.8 eV
**Total charge**: +1
**Spin multiplicity**: 3

=====

ii.
This record from OMol25 describes the ion C6H6N with charge +1. The level of theory is ωB97M-V with the def2-TZVPD basis set.

```
13
Properties=species:S:1:pos:R:3
C -4.172 -0.355 0.159
C -3.012 0.001 -0.016
C -1.801 0.376 0.262
C -0.733 0.875 0.580
C -0.078 1.447 -0.634
C 1.359 -0.465 0.243
N 0.676 0.827 0.421
H -5.049 -0.993 -0.010
H -0.167 0.640 -1.493
H 2.464 -0.264 0.283
H 1.091 -1.201 0.938
H 1.065 -0.716 -0.698
H 1.136 1.437 1.110
```

Properties
**⟨S²⟩**: 2.076
**Gap between HOMO and LUMO (spin up / spin down)**: 0.256 / 0.302 hartree
**Lowest unoccupied orbital energy (spin up / spin down)**: -5.1 / -6.6 eV
**Total charge**: +1
**Spin multiplicity**: 3

=====

The structure with the most favorable energy is i; the runner-up is 6.9 kcal/mol above it.